(one)
{"formula": "CHO3PS2", "method": "ωB97M-V with the def2-TZVPD basis set", "charge": -2, "homo_lumo_gap_ev": 5.5, "e_homo_ev": 0.03, "elements": ["C", "O", "O", "O", "P", "S", "S", "H"], "positions_angstrom": [[0.216, 2.480, 1.031], [-0.043, -1.132, -0.428], [1.149, 2.087, 0.412], [-2.443, 1.589, 1.962], [-1.564, 1.826, 0.800], [-0.074, 3.869, 1.993], [-2.353, 2.935, -0.609], [-0.627, -1.749, -0.908]]}


(two)
{"formula": "CHO3PS2", "method": "ωB97M-V with the def2-TZVPD basis set", "charge": -2, "homo_lumo_gap_ev": [5.3, 5.2], "e_homo_ev": [0.19, 0.36], "elements": ["C", "O", "O", "O", "P", "S", "S", "H"], "positions_angstrom": [[0.112, -0.310, -0.937], [0.866, -0.424, 1.566], [-1.606, 0.090, 1.183], [0.153, 1.839, 0.690], [-0.257, 0.452, 0.723], [-1.564, 0.632, -2.720], [0.831, -1.668, -1.346], [1.464, -0.611, 0.841]]}


(three)
{"formula": "CHO3PS2", "method": "ωB97M-V with the def2-TZVPD basis set", "charge": -2, "homo_lumo_gap_ev": 4.8, "e_homo_ev": 0.94, "elements": ["C", "O", "O", "O", "P", "S", "S", "H"], "positions_angstrom": [[-1.238, 1.238, -0.034], [0.710, -0.976, -1.797], [-0.613, 2.233, 0.040], [1.863, -0.051, 0.296], [0.325, -0.734, -0.442], [-2.738, 0.823, 0.080], [-0.153, -2.364, 0.645], [1.844, -0.170, 1.211]]}


(four)
{"formula": "CHO3PS2", "method": "ωB97M-V with the def2-TZVPD basis set", "charge": -2, "homo_lumo_gap_ev": 6.4, "e_homo_ev": -0.32, "elements": ["C", "O", "O", "O", "P", "S", "S", "H"], "positions_angstrom": [[-0.036, 0.972, 0.794], [-1.936, -1.840, -0.138], [-3.540, -0.039, -0.775], [-0.744, 0.964, 1.766], [-2.212, -0.692, -1.133], [0.638, 0.898, -0.510], [3.646, 0.466, 0.197], [4.184, -0.729, -0.199]]}


Which structure is the most stable? The one labeled (four).


(one)
{"formula": "C4H12N2O", "method": "ωB97M-V with the def2-TZVPD basis set", "s2": 0.763, "charge": 1, "homo_lumo_gap_ev": [7.6, 3.9], "e_homo_ev": [-11.92, -11.92], "spin_multiplicity": 2, "elements": ["C", "C", "N", "H", "H", "H", "H", "H", "C", "O", "C", "N", "H", "H", "H", "H", "H", "H", "H"], "positions_angstrom": [[2.513, -0.712, -1.595], [2.643, -0.351, -0.264], [3.235, -1.129, 0.633], [2.794, -1.726, -1.854], [2.179, 0.003, -2.332], [2.294, 0.613, 0.083], [3.268, -2.127, 0.455], [3.048, -0.918, 1.604], [-1.895, 0.065, -0.380], [-2.229, -1.304, -0.253], [-1.796, 0.704, 0.993], [-2.017, 2.151, 0.894], [-0.976, 0.198, -0.969], [-2.662, 0.604, -0.952], [-2.015, -1.759, -1.065], [-2.542, 0.235, 1.636], [-0.781, 0.553, 1.368], [-2.335, 2.503, 1.782], [-2.725, 2.397, 0.216]]}


(two)
{"formula": "C4H12N2O", "method": "ωB97M-V with the def2-TZVPD basis set", "s2": 0.759, "charge": 1, "homo_lumo_gap_ev": [9.5, 5.5], "e_homo_ev": [-13.23, -13.06], "spin_multiplicity": 2, "elements": ["C", "C", "C", "C", "N", "N", "H", "H", "H", "H", "H", "H", "H", "H", "H", "H", "H", "H", "O"], "positions_angstrom": [[-1.355, -0.040, -2.221], [0.015, -0.605, -1.647], [0.207, -0.392, -0.209], [0.299, -1.451, 0.675], [0.656, -1.343, 1.945], [-1.554, 1.360, -1.847], [-2.146, -0.571, -1.694], [-1.393, -0.019, -3.305], [0.225, -1.643, -1.877], [0.765, 0.053, -2.096], [0.531, 0.595, 0.085], [0.089, -2.453, 0.309], [-0.075, -1.416, 2.659], [0.964, -0.374, 2.123], [-1.493, 1.555, -0.863], [-0.968, 1.990, -2.373], [1.122, 1.998, 3.180], [2.471, 1.542, 3.761], [1.639, 1.214, 3.397]]}


Which structure is the most stable? The one labeled (two).


(one)
{"formula": "CH2N2O2", "method": "ωB97M-V with the def2-TZVPD basis set", "homo_lumo_gap_ev": [9.4, 9.4], "e_homo_ev": [-9.37, -9.38], "elements": ["C", "N", "N", "O", "O", "H", "H"], "positions_angstrom": [[-1.490, -0.135, -0.213], [2.072, -0.321, -0.526], [-1.315, -1.116, 0.441], [-1.697, 0.664, -1.061], [1.499, 0.653, 0.087], [1.857, 1.540, -0.132], [-0.927, -1.285, 1.403]]}


(two)
{"formula": "CH2N2O2", "method": "ωB97M-V with the def2-TZVPD basis set", "homo_lumo_gap_ev": 8.4, "e_homo_ev": -9.75, "elements": ["C", "N", "N", "O", "O", "H", "H"], "positions_angstrom": [[-0.328, -0.052, -1.095], [1.293, -0.176, 1.089], [-0.273, 0.311, 0.202], [0.571, -0.272, -1.856], [1.297, 0.081, 2.232], [-1.488, -0.041, -1.392], [-1.070, 0.149, 0.820]]}


Which structure is the most stable? The one labeled (two).


(one)
{"formula": "C2H10NOS2", "method": "ωB97M-V with the def2-TZVPD basis set", "charge": 1, "homo_lumo_gap_ev": 8.6, "e_homo_ev": -12.23, "elements": ["N", "C", "C", "S", "S", "H", "H", "H", "H", "H", "H", "H", "H", "H", "H", "O"], "positions_angstrom": [[-1.156, -2.161, -0.829], [-0.591, -1.187, 0.262], [-0.262, 0.239, -0.127], [-0.226, 1.195, 1.391], [0.921, 3.004, 0.664], [-0.503, -2.337, -1.630], [-2.024, -1.815, -1.139], [-1.493, -3.118, -0.568], [0.231, -1.661, 0.768], [-1.504, -1.109, 0.919], [0.733, 0.273, -0.654], [-0.988, 0.865, -0.632], [0.214, 3.353, -0.449], [0.401, -4.328, -3.228], [1.590, -4.318, -2.350], [0.680, -4.022, -2.366]]}


(two)
{"formula": "C2H10NOS2", "method": "ωB97M-V with the def2-TZVPD basis set", "charge": 1, "homo_lumo_gap_ev": 4.4, "e_homo_ev": -13.60, "elements": ["N", "C", "C", "S", "S", "H", "H", "H", "H", "H", "H", "H", "H", "H", "H", "O"], "positions_angstrom": [[0.441, 1.797, 0.458], [1.532, 0.930, 0.856], [1.559, -0.532, 0.225], [0.706, -0.637, -1.327], [-1.543, -2.196, 0.005], [-0.973, -3.387, -0.258], [-0.476, 1.381, 0.291], [0.672, 2.365, -0.342], [2.415, 1.467, 0.518], [1.488, 0.860, 1.947], [1.115, -1.165, 0.990], [2.558, -0.910, -0.022], [-0.581, -1.614, -0.866], [-2.504, -0.051, -0.647], [-3.684, 0.862, -0.856], [-2.725, 0.831, -0.972]]}


Which structure is the most stable? The one labeled (one).